No. 1
Computed, not measured: C22H24N4O4 in the gas phase, with ωB97M-V with the def2-TZVPD basis set.

ORCA input file:
```
! RIJCOSX wB97M-V def2-TZVPD def2/J DEFGRID3
* xyz 0 1
O 4.57158 -0.10617 0.99410
O -0.55278 0.54896 3.00394
O 0.53508 0.55199 -2.83871
O -3.44701 0.46898 -0.88552
N -1.92130 1.71001 -2.01824
N 1.37300 -1.09327 0.24412
N -0.78387 -1.61221 -0.40318
N -0.64031 -0.86896 -1.51587
C -0.30944 1.38266 1.95045
C -1.85553 -0.67918 -2.30973
C -1.30296 -3.34134 1.67319
C 3.42860 -0.21769 0.29384
C 0.49582 -0.16163 -1.84202
C 0.16514 -1.72679 0.44122
C 2.50932 -1.02088 0.98631
C -2.74936 -1.91067 -2.27613
C 2.84963 0.22532 -0.90057
C 0.38937 3.03189 -0.17832
C 1.00419 1.83142 1.80901
C -3.85696 -1.79844 -3.31516
C 3.14799 -1.41460 2.18628
C -2.52737 0.55334 -1.67070
C 0.00340 -2.56011 1.67036
C -1.94872 2.85225 -1.11439
C 4.37932 -0.83050 2.12463
C -1.26833 1.77982 1.02924
C 1.57983 -0.32660 -0.90684
C 1.34254 2.65367 0.75449
C -1.88776 0.16367 3.24648
C -0.91941 2.59794 -0.03973
H -2.30728 -0.39015 2.40164
H -1.72508 3.75468 -1.68458
H -2.28973 1.44481 1.10662
H -3.18411 -1.99221 -1.28005
H 0.85329 -3.24594 1.73334
H -4.49313 -2.67896 -3.28173
H -2.14181 -2.79782 -2.46226
H 0.05422 -1.89365 2.53646
H -4.46953 -0.92344 -3.11444
H 5.19626 -0.85804 2.81840
H 0.66573 3.65664 -1.01382
H -1.32847 -4.03539 0.83812
H 2.36146 2.99472 0.65145
H 1.73809 1.52022 2.53603
H 3.26190 0.85220 -1.66271
H -3.44140 -1.71021 -4.31701
H -1.53265 -0.44928 -3.32996
H -1.40232 -3.90033 2.59993
H 2.77291 -2.02264 2.98255
H -1.08409 1.63521 -2.58921
H -2.51856 1.03197 3.45850
H -2.95251 2.91722 -0.69005
H -2.14763 -2.66746 1.57296
H -1.85470 -0.48047 4.12403
*
```

Summary:
SMILES = CCc1nn([C@@H](CC)C(=O)NCc2cccc(OC)c2)c(=O)c2cc3occc3n12
HOMO-LUMO gap = 8.627 eV
E_LUMO = 0.54 eV
HOMO = -8.08 eV
energy above the lowest of the compared OMol25 structures with the same formula, charge and spin = 193.3 kJ/mol



No. 2
Computed, not measured: a molecular structure, C7H12NO2, with ωB97M-V with the def2-TZVPD basis set.

ORCA input file:
```
! RIJCOSX wB97M-V def2-TZVPD def2/J DEFGRID3
* xyz 1 1
O -3.15580 0.71792 0.18304
O 1.47987 0.54075 -1.20797
N -0.35786 0.86869 0.22218
C 1.83421 0.37986 1.30731
C -2.53569 -0.35808 0.24116
C -0.10233 -1.27867 -0.02785
C 0.22882 -2.58638 -0.57540
C -1.05748 -0.35403 0.09196
C -0.81313 2.01965 -0.61458
C 0.98692 0.29671 0.02526
H 1.20957 0.13223 2.06272
H -1.20982 2.84678 0.06680
H -3.00095 -1.30551 0.34828
H 0.16718 2.40126 -1.16331
H 2.34148 0.15936 -1.09331
H -0.32244 1.20013 1.13505
H 2.35178 1.36604 1.40764
H -1.61106 1.79422 -1.35957
H 2.63550 -0.26313 1.28220
H -0.76901 -3.09272 -0.68800
H 1.00432 -3.16179 -0.09063
H 0.69591 -2.32327 -1.55298
*
```

Summary:
HOMO-LUMO gap = 9.377 eV
E_LUMO = -4.14 eV
HOMO = -13.52 eV
energy above the lowest of the compared OMol25 structures with the same formula, charge and spin = 413.9 kJ/mol



No. 3
Computed, not measured: a molecular structure, C27H18Br3LiN3OS, with ωB97M-V with the def2-TZVPD basis set.

ORCA input file:
```
! RIJCOSX wB97M-V def2-TZVPD def2/J DEFGRID3
* xyz -1 1
Br 0.65887 3.22381 -3.71199
Br -0.61206 -2.27907 1.36542
Br 3.04262 6.34144 0.34159
S -4.60182 1.21002 -0.54052
O 0.14275 1.31933 -1.37116
N -2.19306 1.00218 0.42590
N 0.97595 1.51327 1.22748
N -2.63916 -0.48323 -1.33528
C -2.96727 3.82151 2.70036
C 4.53025 -2.09992 -0.00069
C 1.79008 -1.27546 -0.37974
C -2.22470 2.81561 2.10393
C 1.32202 1.60151 2.49153
C 2.90795 -3.91647 2.80846
C 1.02884 0.42533 3.38052
C -2.97467 0.51289 -0.46838
C 1.23918 -2.72257 1.58035
C -2.81227 2.03424 1.11270
C 3.86941 -3.43993 1.96473
C 1.23477 2.53685 0.36912
C 2.18472 -2.17050 0.66844
C 1.80396 4.55698 -1.47661
C -4.88927 3.29930 1.33678
C 0.78542 2.34566 -1.01488
C 3.53882 -2.57804 0.88725
C 1.14696 3.39757 -1.88426
C 2.82694 -0.87226 -1.20220
C -4.14037 2.29644 0.73986
C 2.16177 4.72411 -0.16654
C 1.89395 3.72064 0.79018
C -4.29002 4.06358 2.32729
C 4.17335 -1.27356 -1.03036
C 1.55558 -3.55734 2.61150
C 2.23690 3.79732 2.15714
C 1.95354 2.75768 2.99459
Li 0.22799 0.02435 -0.04642
H 1.20770 0.66888 4.42847
H 4.90874 -3.72044 2.10569
H 2.73083 4.68459 2.52949
H 0.78357 -3.93930 3.26605
H -1.19380 2.63460 2.38770
H -5.91287 3.48269 1.03378
H -4.85169 4.85758 2.80395
H 2.21933 2.80764 4.04369
H 2.61158 -0.18276 -2.01797
H 2.02425 5.32784 -2.20234
H -2.50694 4.43588 3.46458
H 1.66163 -0.42236 3.10677
H -3.21238 -0.60591 -2.14938
H -1.64997 -0.63156 -1.47674
H 4.93677 -0.90759 -1.71137
H -0.00794 0.10874 3.25710
H 5.56358 -2.39294 0.15353
H 3.16813 -4.57511 3.62844
*
```

Summary:
HOMO-LUMO gap = 6.479 eV
E_LUMO = 2.31 eV
HOMO = -4.16 eV



No. 4
Computed, not measured: C3H2N2O3 in the gas phase, with ωB97M-V with the def2-TZVPD basis set.

ORCA input file:
```
! RIJCOSX wB97M-V def2-TZVPD def2/J DEFGRID3
* xyz 0 1
O 2.64511 0.05787 0.22755
O -1.46365 0.68064 0.54393
O 0.67180 -1.20655 0.30315
N 0.78385 1.01285 -0.32578
N -1.62854 -0.61546 -0.06545
C -0.42064 1.41568 -0.04404
C 1.45215 -0.08543 0.09023
C -0.60262 -1.37977 -0.13084
H -0.74354 2.60842 -0.07048
H -0.69392 -2.48825 -0.52826
*
```

Summary:
SMILES = O=C1N=CON=CO1
HOMO-LUMO gap = 10.417 eV
E_LUMO = -0.45 eV
HOMO = -10.87 eV
energy above the lowest of the compared OMol25 structures with the same formula, charge and spin = 461.4 kJ/mol



No. 5
Computed, not measured: a molecular structure, C5H8O2, with ωB97M-V with the def2-TZVPD basis set.

ORCA input file:
```
! RIJCOSX wB97M-V def2-TZVPD def2/J DEFGRID3
* xyz 0 1
O -0.51025 -0.70147 -1.11850
O 1.96405 -0.95682 -0.47897
C -0.33906 -1.02727 0.29374
C 0.64585 1.05854 0.00159
C -0.70271 0.66621 -0.62066
C -1.50398 0.03144 0.52312
C 1.08066 -0.34564 0.43970
H 1.60305 -0.38497 1.40002
H -0.27274 -2.11044 0.49282
H 1.35109 1.50870 -0.69654
H -1.12435 1.31523 -1.39101
H 0.50624 1.71737 0.86671
H -2.49303 -0.21581 0.09178
H 1.44365 -1.07098 -1.29411
H -1.64848 0.51592 1.49029
*
```

Summary:
HOMO-LUMO gap = 10.722 eV
E_LUMO = 1.02 eV
HOMO = -9.70 eV
energy above the lowest of the compared OMol25 structures with the same formula, charge and spin = 202.4 kJ/mol



No. 6
Computed, not measured: a molecular structure, C37H27Br2N6O2S3Sc, with ωB97M-V with the def2-TZVPD basis set.

ORCA input file:
```
! RIJCOSX wB97M-V def2-TZVPD def2/J DEFGRID3
* xyz 0 1
Br -3.54890 2.62608 -6.47283
Br -3.82971 -2.17482 -3.51561
Sc -0.15463 -0.06768 -0.58800
S 0.14502 2.23521 0.74356
S -0.02634 -3.47424 0.34690
S -1.11318 2.03314 3.51122
O 1.55904 -0.78014 -1.20335
O -1.48197 -0.84314 -1.99434
N -2.31386 0.24079 0.50913
N -1.95878 -2.79813 2.40869
N 0.32336 0.15638 2.45551
N 1.01778 -0.38722 1.36525
N -0.43393 1.53813 -2.30967
N -0.94941 -2.03953 0.43253
C -3.46668 0.33176 -4.82462
C -0.18199 3.57914 3.75304
C 2.97025 -1.51804 0.58971
C -1.82376 -1.92420 1.35518
C 4.09519 -2.27958 0.94023
C -2.89968 1.55219 -5.05139
C -1.84194 2.01806 -4.23119
C -0.63768 -3.59927 4.30006
C 0.23177 -3.75868 2.06438
C 1.22557 3.32194 4.21727
C -1.97087 -0.12483 -2.95004
C 2.76244 2.50379 5.88865
C 1.46892 2.77325 5.47448
C -4.01856 -0.77500 1.83060
C 3.83477 2.77284 5.04566
C 3.40232 -2.11787 -1.72330
C 1.53295 -4.56636 3.91223
C 3.60156 3.31420 3.79156
C 0.51636 -4.20118 4.78237
C -1.41283 1.17877 -3.18402
C -0.11276 1.33940 2.21084
C -0.16598 3.58100 -3.50868
C 2.73805 -0.67597 3.02751
C 4.84763 -2.95532 0.00362
C 4.49583 -2.86104 -1.34228
C -0.78489 -3.39800 2.93805
C -3.01012 -0.49702 -3.78536
C 2.30253 3.58726 3.37992
C -4.38294 1.36889 0.84471
C 2.60664 -1.45008 -0.77789
C 1.40119 -4.32221 2.55180
C -4.84589 0.31743 1.61230
C -2.75964 -0.77171 1.25518
C -1.17248 3.25174 -4.37332
C 0.16952 2.69389 -2.47380
C 2.18782 -0.84867 1.63835
C -3.10113 1.29293 0.32018
H 2.57941 0.35067 3.35780
H 4.42990 3.52110 3.12600
H -2.67362 2.10616 -0.25314
H -4.27715 -0.01398 -5.45104
H -2.60768 -2.49653 3.11918
H -1.42312 -3.29302 4.98116
H 5.08240 -3.37520 -2.09371
H 0.62110 -4.37592 5.84475
H 2.11964 3.99315 2.39313
H 2.43389 -5.02964 4.29166
H 4.84599 2.55858 5.36711
H -4.37078 -1.62131 2.40469
H 3.10762 -2.03876 -2.76154
H 4.37410 -2.36568 1.98135
H -5.84092 0.33910 2.03608
H 3.79768 -0.89849 3.08622
H -0.19628 4.14664 2.82346
H -1.46184 3.92350 -5.17016
H 0.36793 4.51604 -3.60075
H 2.93688 2.07967 6.86940
H 2.19697 -4.57094 1.86094
H 0.63248 2.54239 6.12408
H 0.94596 2.94259 -1.76046
H -0.75385 4.12726 4.50288
H -4.99232 2.24072 0.65549
H 2.19017 -1.31799 3.72163
H 5.70206 -3.54269 0.31153
*
```

Summary:
HOMO-LUMO gap = 7.177 eV
E_LUMO = -0.41 eV
HOMO = -7.58 eV
energy above the lowest of the compared OMol25 structures with the same formula, charge and spin = 0.0 kJ/mol



No. 7
Computed, not measured: a molecular structure, C2H5O2S, with ωB97M-V with the def2-TZVPD basis set.

ORCA input file:
```
! RIJCOSX wB97M-V def2-TZVPD def2/J DEFGRID3
* xyz -1 1
S 1.37578 0.67063 -0.30040
O -1.39809 0.31967 0.05581
O -3.15346 0.66165 -1.25646
C 1.60023 -0.69571 0.92550
C -1.94767 0.58959 -1.05772
H 1.71121 -1.63995 0.39765
H -0.21998 0.48939 -0.04595
H -1.18153 0.81511 -1.82887
H 0.73170 -0.69423 1.58228
H 2.48180 -0.51616 1.52817
*
```

Summary:
HOMO-LUMO gap = 7.712 eV
E_LUMO = 3.96 eV
HOMO = -3.76 eV
energy above the lowest of the compared OMol25 structures with the same formula, charge and spin = 34.5 kJ/mol



No. 8
Computed, not measured: 2 unconnected molecules or ions with the total composition C6H18F2N4Si, with ωB97M-V with the def2-TZVPD basis set.

ORCA input file:
```
! RIJCOSX wB97M-V def2-TZVPD def2/J DEFGRID3
* xyz 0 1
Si -0.00214 1.51950 1.58058
F 0.93490 1.40181 2.88043
F -1.24158 2.37518 2.11778
N 0.33396 3.24554 -0.63216
N -0.62732 -2.74478 0.42986
N 0.80751 2.63069 0.55120
N -0.65983 -3.34277 -0.69122
C -0.61515 4.36216 -0.31389
C -0.79915 -2.66728 -1.80126
C -0.31405 -4.80020 -0.69583
C -0.27717 2.26335 -1.47691
C 2.25891 2.46895 0.54127
C -0.18573 -3.45536 1.54801
H -1.31578 -3.07890 -2.58418
H -1.41269 2.17288 -1.56682
H 0.83838 -3.77022 1.68459
H -0.88631 -1.53420 -1.76907
H 0.27737 1.32745 -1.36469
H 0.05876 5.24335 0.11174
H -0.07207 2.68587 -2.46768
H -0.50347 -3.01464 2.45881
H 2.66111 1.84208 1.42916
H 2.43766 2.15025 -0.45034
H -0.76779 -4.38539 1.74865
H -1.54756 4.03602 0.25348
H 0.56922 -4.78431 -0.20344
H 2.81733 3.35030 0.56574
H -0.27958 0.13417 1.26794
H -0.27818 -5.24346 -1.75837
H -1.14971 -5.19271 -0.19987
H -1.05983 4.80468 -1.19351
*
```

Summary:
HOMO-LUMO gap = 8.310 eV
E_LUMO = 0.78 eV
HOMO = -7.53 eV



Q: What is the formula in the fourth record?
A: C3H2N2O3



Q: Which value of HOMO does entry 1 give?
A: -8.08 eV